1.
C26H38Cl2HfN2O | ωB97M-V/def2-TZVPD

Values from the calculation:
strongest force on any atom = 0.14 eV/Å
orbital gap = 7.275 eV
E = -58960.8901 eV
energy relative to the best compared isomer or geometry (same formula, charge and spin) = 0.6 kcal per mole
LUMO = 0.253 eV

Each line ends with the Löwdin charge.
Atoms and positions in Å:
Hf -0.7760 0.3786 -0.4069  1.571
C 1.3776 0.1295 0.8659  -0.125
C 1.6368 -0.5747 -0.3563  -0.198
C 0.7915 -1.7337 -0.3389  -0.184
C 0.0327 -1.6674 0.8695  -0.098
C 0.4212 -0.5488 1.6375  -0.286
C -0.0080 -0.2315 3.0574  -0.554
C 0.8261 -1.1238 3.9902  -0.041
C 0.2589 1.2347 3.3980  -0.037
C -1.4936 -0.5353 3.2707  -0.047
C 0.6718 -2.9506 -1.2662  -0.520
C 0.2519 -2.6030 -2.7016  -0.036
C -0.4008 -3.9179 -0.7435  -0.067
C 1.9978 -3.7265 -1.2522  -0.036
C 2.8340 -0.1126 -1.2056  -0.524
C 4.1055 -0.6291 -0.5103  -0.034
C 2.8675 -0.5515 -2.6703  -0.054
C 2.8934 1.4238 -1.2425  -0.069
H 1.8748 1.0353 1.1727  0.099
H -0.6988 -2.3966 1.1780  0.109
H 1.8932 -0.9316 3.8605  0.087
H 0.6443 -2.1804 3.7833  0.085
H 0.5660 -0.9282 5.0331  0.084
H 1.3219 1.4755 3.3300  0.085
H -0.0599 1.4404 4.4218  0.091
H -0.2918 1.8972 2.7295  0.063
H -1.7220 -1.5832 3.0633  0.079
H -2.1146 0.0936 2.6308  0.048
H -1.7648 -0.3405 4.3107  0.089
H -0.7677 -2.2144 -2.7077  0.069
H 0.2650 -3.5080 -3.3144  0.091
H 0.8922 -1.8680 -3.1733  0.048
H -1.3826 -3.4429 -0.6973  0.079
H -0.1518 -4.3070 0.2446  0.088
H -0.4707 -4.7668 -1.4265  0.088
H 2.8310 -3.1443 -1.6368  0.053
H 1.9085 -4.6306 -1.8595  0.087
H 2.2453 -4.0240 -0.2313  0.095
H 4.1218 -1.7193 -0.4745  0.077
H 4.1591 -0.2609 0.5154  0.088
H 4.9957 -0.2894 -1.0451  0.087
H 2.8931 -1.6289 -2.8009  0.060
H 3.7758 -0.1517 -3.1264  0.090
H 2.0206 -0.1467 -3.2244  0.065
H 3.0064 1.8724 -0.2570  0.067
H 1.9939 1.8364 -1.7076  0.060
H 3.7515 1.7361 -1.8411  0.089
N -4.1214 -0.7892 -2.6303  0.210
C -2.8982 -0.3936 -2.2894  -0.499
O -2.3670 -0.8638 -1.2582  -0.097
C -2.1828 0.6048 -3.1678  -0.210
C -0.7841 0.9758 -2.6506  -0.272
H -4.6314 -1.4014 -2.0148  0.130
H -4.5795 -0.4043 -3.4368  0.122
H -2.8321 1.4845 -3.2194  0.122
H -2.1861 0.1733 -4.1767  0.119
H -0.6294 2.0480 -2.7845  0.030
H -0.0262 0.4695 -3.2512  0.012
Cl -4.4538 1.9765 1.9943  0.648
C -3.2126 3.1852 1.8136  -0.611
C -3.3877 4.4195 2.4094  -0.130
C -2.4167 5.4025 2.2794  -0.108
C -1.2690 5.1330 1.5459  -0.127
C -1.1198 3.8930 0.9625  -0.588
Cl 0.3335 3.5428 0.0513  0.704
C -2.0711 2.8494 1.0563  -0.503
N -1.8523 1.6620 0.4706  -0.206
H -4.2902 4.6035 2.9766  0.098
H -2.5525 6.3681 2.7461  0.097
H -0.4929 5.8771 1.4288  0.099

Forces on the atoms, in the same order (eV/Å):
-0.0089 -0.0659 0.0974
-0.0181 0.0505 -0.0073
0.0355 -0.0272 -0.0579
-0.0631 0.0126 0.0052
0.0178 -0.0026 -0.0382
-0.0498 0.0334 -0.0139
0.0060 -0.0279 0.0083
-0.0012 -0.0002 0.0085
0.0031 -0.0022 -0.0193
0.0095 0.0211 0.0050
0.0231 0.0109 0.0050
-0.0034 0.0023 0.0006
0.0015 -0.0081 -0.0046
-0.0084 0.0061 -0.0095
0.0004 0.0084 0.0120
-0.0046 0.0054 0.0032
0.0056 -0.0019 0.0067
-0.0045 -0.0017 0.0009
-0.0102 0.0029 -0.0013
-0.0102 0.0108 -0.0005
-0.0006 0.0014 -0.0046
0.0008 0.0001 0.0023
-0.0024 -0.0004 -0.0010
0.0010 -0.0014 -0.0036
-0.0065 -0.0045 0.0016
0.0047 0.0146 0.0057
0.0000 -0.0001 -0.0091
-0.0118 -0.0107 -0.0019
0.0029 -0.0019 -0.0003
-0.0006 -0.0014 0.0022
0.0011 -0.0016 -0.0001
-0.0024 -0.0062 -0.0028
0.0016 0.0055 0.0009
0.0010 0.0016 0.0006
-0.0030 -0.0010 0.0030
0.0037 -0.0069 0.0047
0.0034 -0.0005 0.0007
0.0000 0.0007 0.0017
0.0024 -0.0012 -0.0025
0.0013 -0.0004 -0.0004
0.0006 -0.0016 -0.0033
-0.0040 0.0027 -0.0021
-0.0006 0.0045 0.0003
0.0031 -0.0029 -0.0060
0.0048 -0.0064 0.0004
0.0001 -0.0003 -0.0044
-0.0025 0.0060 -0.0021
0.0320 -0.0442 0.0242
-0.0201 0.0452 -0.0727
-0.0122 0.0027 0.0547
-0.0463 0.0215 0.0181
0.0237 -0.0717 0.0864
-0.0041 -0.0020 -0.0054
-0.0016 -0.0040 -0.0023
-0.0114 -0.0068 0.0342
0.0288 0.0418 -0.0170
0.0212 -0.0012 -0.0063
-0.0168 -0.0162 -0.0054
0.0079 0.0103 -0.0004
-0.0255 -0.0448 -0.0151
-0.0037 0.0047 -0.0003
-0.0081 -0.0110 -0.0013
-0.0011 0.0023 0.0000
0.0180 -0.0090 -0.0084
-0.0083 0.0383 0.0244
0.0159 0.0074 0.0193
0.0899 0.0094 -0.1094
0.0025 0.0079 0.0014
0.0033 0.0021 -0.0006
-0.0020 0.0034 0.0024

=====

2.
C26H38F3N5O4S2 | ωB97M-V/def2-TZVPD

Values from the calculation:
strongest force on any atom = 4.37 eV/Å
orbital gap = 5.080 eV
E = -73031.5642 eV
LUMO = -1.330 eV

Each line ends with the Löwdin charge.
Atoms and positions in Å:
C -5.2477 -0.3338 -3.4723  -0.116
C -4.7066 0.2034 -2.0733  -0.235
C -3.1147 0.3721 -2.0720  -0.152
C -2.5448 0.1520 -0.6133  -0.168
C -1.6072 1.2427 0.0537  -0.188
C -1.8497 2.7283 -0.4279  -0.202
N -1.7613 3.7393 0.6497  0.026
N -0.2100 0.6950 0.1794  -0.039
C 0.9641 1.6138 0.2046  -0.140
C 2.1743 1.1251 1.1014  -0.201
C 1.8136 0.9433 2.6338  -0.439
S 0.3429 1.9186 3.1574  0.861
C -0.3135 1.1305 4.6999  -0.974
S 0.4017 1.3369 6.1688  0.737
N -1.4816 0.3371 4.5174  -0.149
C -1.9014 -0.8632 5.1248  -0.078
C -3.1814 -1.2719 4.5646  -0.077
N -3.5651 -0.2506 3.6085  0.067
C -2.5600 0.6274 3.6318  -0.207
C -0.1752 -0.5085 -0.7356  -0.155
C 0.9314 -1.5963 -0.5026  -0.039
C 2.1101 -1.5890 -1.5812  -0.364
C 1.6139 -1.3263 -3.0565  -0.034
O 2.8089 -2.8174 -1.3788  -0.114
C 3.9170 -2.9980 -2.2670  -0.170
C 5.0343 -1.9028 -2.1782  -0.158
C 5.0009 -0.5636 -2.7930  -0.041
C 6.1666 0.3489 -2.6530  -0.070
C 7.3966 -0.0360 -1.9154  -0.076
C 7.4281 -1.3673 -1.2870  -0.078
C 6.2738 -2.2603 -1.4283  -0.033
C -1.6141 -1.1414 -0.3495  -0.068
C -2.0662 -2.4277 -1.1084  -0.441
F -3.4437 -2.5125 -1.2728  0.112
F -1.5415 -2.4993 -2.3951  0.096
F -1.7337 -3.5720 -0.3890  0.100
H -5.3540 0.4992 -4.2278  0.076
H -4.5688 -1.1487 -3.8573  0.071
H -6.2698 -0.7949 -3.3701  0.076
H -5.0458 -0.5587 -1.3081  0.104
H -5.2365 1.1613 -1.8029  0.116
H -2.8990 1.3778 -2.5189  0.112
H -2.7361 -0.3992 -2.8001  0.101
H -3.4578 0.0009 0.0271  0.152
H -2.0053 1.2667 1.1160  0.123
H -2.9192 2.7657 -0.8044  0.125
H -1.1956 2.9536 -1.3162  0.126
H -1.6200 3.3202 1.5691  0.033
H -1.0526 4.4376 0.4292  0.074
H -0.2588 0.2134 1.0989  0.146
H 0.7118 2.6580 0.5449  0.113
H 1.3676 1.7331 -0.8459  0.148
H 2.7059 0.2133 0.7131  0.101
H 2.9431 1.9569 1.0538  0.131
H 2.6869 1.2393 3.2753  0.090
H 1.5654 -0.1470 2.8064  0.088
H -1.3131 -1.4084 5.9031  0.111
H -3.7896 -2.1690 4.8177  0.100
H -2.4062 1.5864 3.0764  0.085
H -0.3945 -0.1183 -1.7632  0.157
H 1.3421 -1.4494 0.5452  0.128
H 0.5408 -2.6577 -0.5084  0.135
H 2.7645 -0.7027 -1.2879  0.124
H 0.7759 -2.0506 -3.2729  0.096
H 2.4089 -1.3901 -3.8402  0.069
H 1.2416 -0.2559 -3.0832  0.088
H 3.6157 -3.1586 -3.3491  0.131
H 4.4066 -3.9724 -1.9634  0.131
H 4.1179 -0.2309 -3.3868  0.086
H 6.1984 1.3653 -3.1308  0.095
H 8.2854 0.6456 -1.8396  0.100
H 8.3205 -1.7431 -0.7340  0.098
H 6.3321 -3.2833 -0.9691  0.106
H -1.6349 -1.4367 0.7360  0.175
N -4.4880 3.2521 4.9843  -0.643
O -5.5799 3.8198 5.1267  -0.058
O -3.6998 3.6202 4.0742  -0.124
O -4.1644 2.3124 5.7370  -0.086

Forces on the atoms, in the same order (eV/Å):
-0.0435 0.2515 0.2264
-0.4654 -0.5999 -0.3878
-0.8404 -0.4355 -0.3323
0.2110 -0.9759 0.6095
-3.2015 1.4903 1.1358
-0.3111 -0.4321 -0.3703
0.7659 -0.6429 -0.8977
0.1351 -1.5375 0.7003
2.0672 0.9238 -0.6980
0.0456 0.9312 0.3992
0.3095 -1.3913 0.2625
-0.4918 0.1921 0.1875
0.1364 -0.7376 1.1856
-0.6332 -0.3204 -1.7739
-1.6823 -0.9959 -0.8257
-2.0638 -1.8203 0.1216
3.2430 2.9156 0.2704
2.6667 0.0554 1.2654
0.0029 0.0619 -0.4248
-2.0481 -2.1316 -0.4921
0.9041 0.0636 -0.4474
-0.1002 1.3435 0.5826
-0.5297 0.0545 0.7273
-0.0287 0.7770 -0.7737
1.4265 -0.4014 -0.5368
2.3428 1.2823 0.6262
2.1301 -0.4691 1.1338
0.7002 -1.6573 0.9050
-2.2717 -1.8143 -0.1576
-1.9659 0.5878 -1.3700
-0.3445 1.4991 -0.8548
-0.3487 0.9761 -0.7261
-0.7563 -0.6699 -0.3333
2.0684 0.4039 0.3678
-0.4227 -0.1641 1.9087
-0.0617 1.6835 -1.3945
0.3582 -0.9571 0.6979
-0.6460 0.9294 0.2648
0.9916 0.5324 0.0648
0.6906 0.8592 -0.6837
0.7025 -0.8635 -0.2560
0.1284 -0.8749 0.5899
-0.0871 0.7677 0.7765
1.0377 0.5182 -0.3513
0.7446 -0.0293 -1.1095
1.2087 -0.3898 0.2801
-0.5144 0.0121 0.8093
-0.0440 0.4520 -0.2555
-0.2681 -0.2375 0.4621
0.3716 0.8313 -0.0960
-0.3818 -1.3483 -0.2812
-0.6957 -0.2847 0.9822
-0.7372 0.8358 0.3905
-0.9696 -0.8441 -0.1796
-0.8510 -0.4757 -0.6486
0.3997 1.1245 0.0422
-0.5166 0.9128 -0.9195
0.6416 1.0855 -0.3691
-1.0553 -1.0252 0.6187
1.0012 -0.4583 0.7004
-0.2510 -0.2244 -1.2179
-0.0435 1.3589 -0.0980
-0.3625 -1.0557 -0.4507
0.8583 0.8702 -0.0789
-0.6718 -0.1673 0.8546
0.2577 -1.2784 -0.1398
0.0087 0.4053 1.2278
-0.6929 1.1163 -0.1779
0.9385 -0.2693 0.5803
-0.4056 -1.2494 0.4517
-1.1777 -0.7283 -0.1530
-0.8561 0.5049 -0.5498
-0.0877 1.1666 -0.4902
-0.0237 0.4168 -0.8467
-0.2622 0.0151 0.0863
0.1300 0.0167 -0.0889
0.3086 -0.0686 -0.2709
0.2791 -0.1981 0.0137

=====

3.
C26H38N4O3 | ωB97M-V/def2-TZVPD

Values from the calculation:
strongest force on any atom = 19.04 eV/Å
orbital gap = 8.121 eV
E = -39659.3113 eV
energy relative to the best compared isomer or geometry (same formula, charge and spin) = 596.9 kcal per mole
LUMO = 0.435 eV

Each line ends with the Löwdin charge.
Atoms and positions in Å:
C -2.0606 3.2908 -5.7405  -0.047
C -0.8667 3.2102 -4.7585  -0.198
C -0.8996 2.7464 -3.4458  -0.049
C 0.0651 2.7913 -2.6635  -0.251
C 1.2415 3.2072 -3.2224  -0.215
C 1.3413 3.9217 -4.4499  0.019
C 0.1875 3.9684 -5.3201  -0.248
C 0.6297 4.3246 -6.7436  -0.069
H 0.4263 3.5839 -7.4884  0.056
H -0.1971 5.1458 -6.8493  0.096
H 1.7111 4.8938 -6.7911  0.125
H 2.5298 4.3376 -4.8089  0.181
N 2.2580 3.2619 -2.3199  0.126
C 2.3693 3.0098 -0.8501  -0.411
O 3.3795 2.9369 -0.3027  0.132
C 0.9391 2.5364 -0.4964  0.062
C -0.1839 2.3225 -1.3493  0.104
H -1.0424 2.0132 -1.0130  0.048
C 1.0555 1.8362 1.0112  -0.185
N 0.9403 0.5647 1.0531  -0.111
C -0.1895 -0.2500 0.7870  -0.339
O -1.2751 0.5931 0.6403  -0.091
N -0.0741 -1.4758 1.1232  0.131
H 0.5119 -1.6669 1.7965  0.028
C -0.9856 -2.5544 0.7686  -0.149
C -1.6401 -2.4609 -0.5812  -0.134
C -2.9275 -3.4946 -1.0043  -0.129
C -3.8382 -3.1032 0.0041  -0.351
C -3.6875 -3.0590 1.3844  -0.280
C -2.5617 -2.1545 1.7445  -0.074
H -2.1000 -2.2081 2.7793  0.093
H -2.7793 -1.2302 1.3800  0.043
H -3.2382 -4.1649 1.7096  0.170
H -4.5622 -2.9964 1.9522  0.099
H -4.8324 -3.8587 -0.3182  0.185
H -4.2311 -2.0511 -0.1819  0.144
H -2.9519 -3.4854 -2.0601  0.116
H -2.5434 -4.2367 -0.6081  0.014
H -0.7564 -2.5845 -1.2583  0.094
H -1.9395 -1.2141 -0.8750  0.185
H -1.0487 -3.4425 1.1735  0.071
C 2.1734 0.1064 0.7236  -0.227
H 2.6714 0.5014 -0.1618  0.108
H 1.9284 -1.1725 0.1941  0.207
C 3.2960 -0.2217 1.7830  -0.027
C 3.0024 -1.6584 2.8153  -0.083
N 1.6106 -1.8090 3.3260  -0.126
C 1.1835 -0.8013 4.2731  -0.265
C 0.0692 -1.0240 4.7548  -0.567
O -0.0922 -2.0860 5.3408  -0.046
C 0.3249 -3.2826 4.5294  -0.063
C 1.7320 -3.0564 3.9809  -0.195
H 2.0189 -3.9787 3.3886  0.161
H 2.2595 -3.0640 4.8805  0.109
H 0.0917 -4.2025 5.2129  0.164
H -0.4836 -3.1598 3.8470  0.083
H -0.3511 -0.2896 5.4267  0.158
H -0.8061 -0.8488 3.8892  0.181
H 1.3744 0.2983 3.7389  0.188
H 1.8706 -0.5108 5.2983  0.211
H 3.7996 -1.6249 3.5064  0.097
H 3.2195 -2.3670 2.1721  0.044
H 4.2590 -0.3277 1.4993  0.044
H 3.0164 0.7790 2.4199  0.137
H 1.6668 2.2592 1.4889  0.002
H -0.0884 2.1968 1.3899  0.200
H 3.1199 3.8071 -2.5232  0.148
H -1.8918 2.5070 -3.1107  0.141
H -2.9796 2.9205 -5.4449  0.024
H -2.4450 4.5357 -5.8908  0.171
H -1.7236 2.7697 -6.5552  0.031

Forces on the atoms, in the same order (eV/Å):
-0.0756 4.5389 2.4025
-1.7718 2.4096 -2.5936
-8.2959 0.7409 -7.3728
3.6009 -1.1691 3.8834
2.2338 3.1420 0.6747
1.8767 -0.2068 -0.4932
5.4679 -3.1287 2.3479
-1.6505 4.3800 1.3000
0.2369 -0.4698 -0.3304
1.6052 -0.8378 -1.1631
-2.8912 -1.8657 0.1344
-3.9494 -1.2651 1.2183
4.7138 1.4241 2.4974
-8.4563 -1.6030 -6.6953
3.8736 0.5216 2.6614
0.3412 -2.4784 2.4172
10.0987 3.6753 1.2337
-4.5031 -1.9472 1.6670
-16.2241 5.1267 -7.9297
0.1914 -7.8761 0.1740
-4.5437 10.1788 1.1056
3.6950 -5.0742 -0.2789
-4.5218 -3.6686 -4.7432
4.4192 -1.2996 4.4009
-6.6060 6.7384 -0.1390
1.0794 2.8314 -3.9494
3.9249 8.3886 -0.0084
-9.7933 0.9851 -5.1250
5.1968 -5.2829 4.0116
3.6459 -2.0151 1.1485
-1.3254 0.3302 -1.0385
-0.1481 3.1063 -0.4147
-1.1820 1.9448 -0.4053
-1.3926 0.5721 0.6627
1.9333 2.0959 1.3278
0.0553 -0.9231 -0.6134
-1.1109 0.1506 -0.7628
3.7055 -8.4285 2.4906
-0.7961 -0.2465 -0.3697
0.5667 -3.7603 1.2465
1.8235 -4.6600 2.0814
4.4686 -9.6020 -3.0868
-0.3576 0.7934 0.1454
0.9560 3.4688 1.2147
-7.1031 1.3746 4.5963
-1.5469 7.4213 -0.9158
3.9242 0.3668 -0.6391
16.5169 8.1906 -4.7423
-16.2305 6.1755 -0.3638
-0.0639 -10.8535 5.1285
-1.8880 -0.2622 2.5900
-3.7371 -3.2398 0.3921
-0.1568 1.4305 0.1292
1.9424 0.3690 1.3385
0.8806 1.7241 -1.2974
-0.2385 -0.9417 -1.5842
0.4830 1.1039 0.2704
1.4366 -0.6111 0.8997
-1.1073 -2.8820 1.0911
-0.3897 -1.6538 -2.5147
0.5147 0.1631 1.5396
0.5660 -3.8650 -3.1713
2.9255 0.1835 -1.2965
1.9382 -2.3248 -0.5713
9.2097 5.5675 6.9392
2.8999 -0.3133 -0.2711
-0.8855 -0.7756 -0.7317
-0.3284 -0.5620 0.1754
-1.6396 -1.3460 1.0185
1.6643 -3.5981 -0.1709
0.2984 -0.5768 -2.7725